C35H34Cl4N2O6PPt | ωB97M-V with the def2-TZVPD basis set

Atoms and positions in Å:
Pt 0.3643 -0.2755 0.3388
Cl 5.1410 -5.5998 1.0184
C 3.7610 -4.7657 1.5835
C 3.0224 -5.3554 2.7139
Cl 3.5942 -6.8275 3.3712
C 1.9260 -4.7748 3.2253
Cl 1.0314 -5.4215 4.5309
C 1.4340 -3.5050 2.6699
O 0.4927 -2.9185 3.1264
C 2.1758 -2.9107 1.4628
O 1.7805 -1.8965 0.9359
C 3.3819 -3.6163 0.9838
Cl 4.1947 -2.9883 -0.3554
O 5.5087 -1.2264 -4.8271
C 5.1344 -1.7749 -3.7853
O 5.5647 -2.7822 -3.1796
C 3.9281 -1.1838 -3.0593
C 2.6779 -1.7947 -3.1677
C 1.6622 -1.4083 -2.3232
N 1.8237 -0.4723 -1.3799
C 3.0047 0.1491 -1.2906
C 4.0553 -0.1501 -2.1412
C 3.1891 1.1299 -0.1283
O 4.1426 1.9031 -0.1770
O 2.3284 1.0050 0.7953
H 2.5237 -2.6035 -3.8700
H 0.6821 -1.8686 -2.3739
H 4.9875 0.3814 -2.0099
C -0.3681 -0.0103 4.0535
C -1.4407 0.4973 3.0984
C -2.7533 0.7458 3.8346
P -1.5084 -0.4468 1.5020
C -2.2025 -2.1379 1.7565
C -1.9324 -2.9813 0.5092
C -3.6846 -2.2328 2.1221
C -2.6566 0.5287 0.5119
C -4.0278 0.6984 0.7101
C -4.7695 1.5953 -0.0384
C -6.2462 1.7835 0.1848
C -4.0820 2.3574 -0.9908
C -2.7277 2.2349 -1.1997
C -1.9795 1.2930 -0.4582
N -0.6490 1.0974 -0.6396
C 0.1035 2.0426 -1.3998
C 0.2706 1.8509 -2.7717
C -0.4482 0.7504 -3.4985
C 1.0888 2.7317 -3.4700
C 1.7160 3.7963 -2.8387
C 2.6345 4.7115 -3.6014
C 1.4732 4.0019 -1.4864
C 0.6671 3.1448 -0.7508
C 0.4117 3.3845 0.7087
H -0.2678 0.6904 4.8858
H 0.5986 -0.0942 3.5571
H -0.6283 -0.9836 4.4684
H -1.0940 1.4583 2.6962
H -3.1555 -0.1695 4.2716
H -3.5106 1.1922 3.1915
H -2.5698 1.4360 4.6616
H -1.6177 -2.5439 2.5803
H -2.4359 -2.5547 -0.3620
H -2.3165 -3.9938 0.6587
H -0.8688 -3.0342 0.2777
H -4.3102 -1.9847 1.2641
H -3.9724 -1.5923 2.9531
H -3.9152 -3.2632 2.4036
H -4.5303 0.1279 1.4803
H -6.6602 0.9683 0.7798
H -6.7916 1.8140 -0.7604
H -6.4601 2.7169 0.7124
H -4.6360 3.0778 -1.5845
H -2.2308 2.8519 -1.9363
H -1.3773 1.1333 -3.9314
H -0.7135 -0.0632 -2.8268
H 0.1625 0.3539 -4.3102
H 1.2647 2.5581 -4.5268
H 3.0974 4.1895 -4.4385
H 3.4292 5.0878 -2.9577
H 2.0918 5.5718 -4.0022
H 1.9610 4.8257 -0.9768
H 0.9058 4.3002 1.0333
H 0.8092 2.5557 1.2959
H -0.6597 3.4822 0.9062

Atoms 1-6, force components in eV/Å:
Pt 0.44 -0.44 -0.55
Cl -0.02 0.00 0.01
C 0.08 0.05 -0.08
C -0.01 -0.10 0.08
Cl 0.00 0.04 -0.01
C -0.03 0.02 0.00

Its total charge is -1. The HOMO energy is -5.0 eV. As for the HOMO-LUMO gap: 4.13 eV. As for the spin multiplicity: 1.

C35H34ClGaNOSi2 | ωB97M-V with the def2-TZVPD basis set

Atoms and positions in Å:
C 3.9427 -0.1010 3.8784
C 2.9889 -0.8464 3.1561
C 2.6942 -0.1450 1.9429
H 2.6075 -1.8371 3.4043
C 3.5146 1.0807 1.9420
C 4.2828 1.0586 3.1546
H 5.0765 1.7679 3.3875
H 4.4151 -0.4157 4.8124
H 2.2453 -0.5716 1.0481
H 3.7341 1.6516 1.0382
Ga 1.4805 1.5674 2.6395
Si -0.9432 -1.2338 -3.0573
C -2.6626 -1.9386 -3.2579
C -3.6777 -1.1372 -3.8047
H -3.4419 -0.1472 -4.2082
C -4.9998 -1.5942 -3.8065
H -5.7873 -0.9624 -4.2239
C -5.3062 -2.8554 -3.2801
H -6.3390 -3.2102 -3.2842
C -4.2863 -3.6634 -2.7615
H -4.5215 -4.6528 -2.3609
C -2.9636 -3.2126 -2.7528
H -2.1628 -3.8326 -2.3414
C -0.5281 -0.4323 -4.6867
C -0.8722 -1.1351 -5.8544
H -1.2653 -2.1533 -5.7883
C -0.7424 -0.5266 -7.1080
H -1.0366 -1.0744 -8.0064
C -0.2530 0.7804 -7.2079
H -0.1753 1.2615 -8.1846
C 0.1399 1.4633 -6.0504
H 0.5292 2.4808 -6.1280
C 0.0333 0.8541 -4.7957
H 0.3566 1.3840 -3.8951
H -0.0433 -2.3812 -2.8309
Si -1.4696 0.3446 -1.2402
C 0.4213 0.5557 -1.1528
C 1.2959 -0.5557 -1.2176
H 0.9254 -1.5760 -1.0448
C 2.6485 -0.3905 -1.5513
H 3.2663 -1.2747 -1.7333
C 3.1928 0.8875 -1.6574
H 4.2511 1.0123 -1.9067
C 2.3690 1.9982 -1.4468
H 2.7928 3.0048 -1.4825
C 0.9990 1.8360 -1.2185
H 0.3617 2.7131 -1.0824
C -1.9500 -0.8679 0.1088
C -0.9844 -1.3730 0.9942
H -0.0071 -0.8903 1.0679
C -1.2651 -2.4781 1.7978
H -0.4864 -2.8816 2.4492
C -2.5416 -3.0512 1.7775
H -2.7581 -3.9335 2.3846
C -3.5467 -2.4587 1.0054
H -4.5594 -2.8605 1.0360
C -3.2686 -1.3488 0.2049
H -4.0660 -0.8768 -0.3726
H -2.1409 1.5892 -0.8398
Cl -0.4417 1.9006 1.7811
O 2.1160 3.4724 3.0787
C 2.3682 3.7658 4.4949
C 1.6587 2.7192 5.2981
C 1.4903 2.8341 6.6752
C 0.7907 1.8407 7.3506
C 0.3054 0.7426 6.6303
C 0.5333 0.6543 5.2668
N 1.1770 1.6558 4.6067
H 2.5577 4.0994 2.4761
H 3.4548 3.7345 4.6779
H 1.9691 4.7682 4.7117
H 1.9218 3.7177 7.1493
H 0.6213 1.9248 8.4195
H -0.2497 -0.0533 7.1174
H 0.2141 -0.1914 4.6580

Atoms 1-6, force components in eV/Å:
C 0.23 -0.06 -0.25
C 0.07 0.52 -0.43
C 0.08 -0.14 0.74
H 0.01 0.42 0.03
C 0.23 -0.26 0.63
C -0.44 -0.30 -0.61

Its total charge is +1. The HOMO energy is -9.9 eV. As for the HOMO-LUMO gap: 6.29 eV. As for the spin multiplicity: 1.

C35H34ClIMnN8O7S2 | ωB97M-V with the def2-TZVPD basis set

Atoms and positions in Å:
Mn 0.2583 1.1176 0.2064
C -0.2337 3.7852 3.5252
C 0.1712 3.1102 2.2612
N -0.6139 2.5068 1.4352
N -1.9253 2.2975 1.8552
C -2.9470 2.5304 0.9849
N -4.0442 1.7815 1.2381
S -2.8747 3.6831 -0.2051
C 1.6114 3.0184 1.8717
C 2.6182 3.6717 2.5593
C 3.9355 3.4691 2.1686
C 4.1926 2.6085 1.1156
C 3.1296 1.9797 0.4848
N 1.8604 2.1847 0.8464
H -1.2915 4.0330 3.4932
H 0.3376 4.6973 3.6873
H -0.0567 3.1064 4.3626
H -1.9668 1.5719 2.5713
H -3.9624 0.9090 1.7342
H -4.7905 1.8647 0.5670
H 2.3809 4.3101 3.3956
H 4.7426 3.9640 2.6906
H 5.2017 2.4073 0.7865
H 3.2832 1.2725 -0.3211
C 1.4000 -3.6750 2.3649
C 2.6208 -2.9709 1.8399
C 3.2612 -3.4919 0.7205
C 4.4089 -2.9166 0.2117
Cl 5.1563 -3.5998 -1.2107
C 4.9584 -1.7968 0.8042
C 4.3209 -1.2535 1.9064
C 3.1603 -1.8187 2.4194
O 2.7106 -1.2189 3.5712
C 1.3541 -0.9186 3.8701
C 0.5466 -0.1029 2.8708
O -0.4289 0.4936 3.3520
O 0.8925 -0.1616 1.6566
H 1.3233 -4.6654 1.9179
H 0.4856 -3.1309 2.1162
H 1.4429 -3.8008 3.4467
H 2.8534 -4.3728 0.2418
H 5.8622 -1.3559 0.4077
H 4.7205 -0.3783 2.4054
H 1.4060 -0.3434 4.7926
H 0.7803 -1.8200 4.0904
C 0.9592 0.1067 -6.2826
C 0.4035 -0.5048 -5.0391
C -0.7671 -1.1912 -4.9568
C -1.1467 -1.6942 -3.6916
N -0.4331 -1.5086 -2.5973
C 0.7101 -0.7964 -2.6643
S 1.7073 -0.4880 -1.3462
N 1.1089 -0.3435 -3.8979
C -2.4125 -2.4716 -3.5409
H 0.4451 -0.2786 -7.1593
H 2.0255 -0.1002 -6.3803
H 0.8245 1.1892 -6.2504
H -1.3787 -1.3453 -5.8316
H 1.9915 0.1542 -3.9030
H -2.7326 -2.9125 -4.4836
H -3.1816 -1.7835 -3.1808
H -2.2836 -3.2411 -2.7828
I -3.0340 2.5188 -4.5387
C -1.2251 2.7548 -3.5447
C -0.2350 3.5727 -4.0557
C 0.9362 3.7158 -3.3261
C 1.0528 3.0542 -2.1175
N 0.0938 2.2709 -1.6248
C -1.0342 2.1134 -2.3272
H -0.3751 4.0957 -4.9927
H 1.7395 4.3488 -3.6759
H 1.9445 3.1705 -1.5169
H -1.7954 1.4690 -1.9055
O -3.1673 0.0148 -1.4206
C -2.4836 -0.3178 -0.4503
O -1.3665 0.1643 -0.1056
C -3.0142 -1.4182 0.4612
C -2.4505 -1.6300 1.7166
C -2.9547 -2.6141 2.5538
C -4.0023 -3.3871 2.0938
C -4.5737 -3.2137 0.8490
C -4.0755 -2.2080 0.0351
N -4.5403 -4.4511 2.9781
O -5.3407 -5.2280 2.4966
O -4.1480 -4.4739 4.1280
H -1.6041 -1.0348 2.0288
H -2.5430 -2.7901 3.5374
H -5.3874 -3.8530 0.5382
H -4.5087 -2.0159 -0.9366

Atoms 1-6, force components in eV/Å:
Mn 0.84 0.37 -0.57
C -0.12 -0.05 -0.10
C 0.12 -0.03 -0.55
N 0.55 -0.43 0.40
N -0.03 0.55 0.16
C 0.11 -0.30 0.18

The expectation value of S² is 0.828. The HOMO energy (alpha / beta) is -8.0 / -7.4 eV. As for the HOMO-LUMO gap (alpha / beta): 7.41 / 6.86 eV. As for the spin multiplicity: 2.

C35H34ClN3O5PbS3Te | ωB97M-V with the def2-TZVPD basis set

Atoms and positions in Å:
Pb 0.9304 -0.0266 -0.0534
C -1.2075 1.0277 6.3518
C -1.4746 -0.3020 5.6569
N -2.4680 -0.2301 4.6081
C -3.8621 -0.3746 4.9836
C -4.5928 0.9513 5.1686
C -2.1282 0.0932 3.3146
S -0.5089 0.4501 2.9506
N -3.1888 0.0995 2.4956
C -3.0999 0.2199 1.1418
O -2.1417 0.1943 0.3775
C -4.4900 0.3285 0.5153
C -4.6163 0.2168 -0.8641
C -5.8572 0.3224 -1.4738
C -6.9919 0.5535 -0.7076
C -6.8756 0.6677 0.6710
C -5.6331 0.5469 1.2775
H -0.3961 0.9198 7.0751
H -2.0887 1.3882 6.8853
H -0.9098 1.7698 5.6120
H -1.8221 -1.0418 6.3869
H -0.5499 -0.6685 5.2150
H -3.8796 -0.9402 5.9200
H -4.3720 -0.9667 4.2227
H -4.1720 1.5290 5.9928
H -5.6516 0.7790 5.3776
H -4.5113 1.5408 4.2575
H -3.7223 0.0375 -1.4467
H -5.9375 0.2213 -2.5492
H -7.9630 0.6401 -1.1819
H -7.7568 0.8456 1.2771
H -5.5233 0.6120 2.3499
C 2.8642 -0.9989 2.5420
C 3.0110 0.4932 2.6071
C 3.7973 1.0871 3.6271
C 3.8825 2.4397 3.6826
C 3.1878 3.2423 2.7465
C 3.2641 4.6531 2.7840
C 2.5630 5.3706 1.8567
C 1.7740 4.7254 0.8942
C 1.6537 3.3474 0.8116
S 0.5857 2.6740 -0.3857
C 2.4086 2.5861 1.7704
N 2.3641 1.2205 1.7322
H 3.6579 -1.4973 3.0996
H 2.8926 -1.3653 1.5163
H 1.8981 -1.2818 2.9675
H 4.3174 0.4550 4.3353
H 4.4813 2.9290 4.4440
H 3.8721 5.1330 3.5412
H 2.6024 6.4539 1.8591
H 1.2161 5.3174 0.1805
Cl 3.7934 2.8498 -2.5139
C 3.3131 1.3721 -3.3330
C 3.2236 1.4170 -4.7146
C 2.8974 0.2778 -5.4297
C 2.6576 -0.9013 -4.7267
C 2.7444 -0.9300 -3.3514
C 3.0835 0.2072 -2.5871
C 3.1444 0.1319 -1.1384
H 3.4158 2.3563 -5.2173
H 2.8102 0.3141 -6.5078
H 2.3792 -1.8039 -5.2563
H 2.5210 -1.8453 -2.8142
H 3.6569 0.9568 -0.6555
H 3.5144 -0.8384 -0.8069
O 1.4306 -2.8895 -0.8940
S 0.1896 -3.5352 -1.2899
O -0.1797 -2.9161 -2.7480
O -0.9575 -3.0215 -0.5226
O 0.2678 -4.9604 -1.4578
Te -1.2695 -1.2528 -2.3877
C -0.9431 -0.6895 -4.3905
C -0.9506 0.6685 -4.6952
C -0.8428 1.0936 -6.0122
C -0.7096 0.1661 -7.0345
C -0.6823 -1.1883 -6.7309
C -0.8030 -1.6185 -5.4172
H -1.0062 1.4113 -3.9074
H -0.8321 2.1537 -6.2326
H -0.6074 0.4964 -8.0614
H -0.5623 -1.9195 -7.5221
H -0.7729 -2.6746 -5.1855

Atoms 1-6, force components in eV/Å:
Pb 0.03 0.31 0.18
C 0.03 0.03 0.03
C -0.02 -0.08 0.11
N 0.02 0.09 0.07
C -0.05 -0.15 0.04
C -0.01 0.02 0.01

Its total charge is -2. The HOMO energy is -1.4 eV. As for the HOMO-LUMO gap: 5.64 eV. As for the spin multiplicity: 1.

C35H34F4N10OScSe | ωB97M-V with the def2-TZVPD basis set

Atoms and positions in Å:
Sc 0.3692 -0.3567 0.1777
C 0.2368 2.8582 2.2943
N 1.2892 1.9328 1.8688
C 2.1512 1.7233 3.0306
C 2.0483 2.5570 0.7817
C 1.1779 2.7698 -0.4682
N 0.1527 1.7360 -0.5954
C -0.8906 2.0469 -1.3766
C -2.0660 1.2597 -1.2853
F -1.9666 0.1594 -0.4372
C -3.2529 1.5104 -1.9346
F -4.2967 0.6840 -1.7322
C -3.3722 2.6148 -2.7591
C -2.2298 3.3837 -2.9425
F -2.3012 4.4311 -3.7736
C -1.0293 3.1096 -2.3156
F 0.0440 3.8622 -2.6635
H 0.6676 3.8246 2.5921
H -0.2812 2.4306 3.1507
H -0.4736 3.0147 1.4863
H 2.5042 2.6795 3.4445
H 3.0220 1.1278 2.7668
H 1.5805 1.1992 3.7997
H 2.9059 1.9226 0.5481
H 2.4460 3.5382 1.0906
H 1.8299 2.8096 -1.3532
H 0.6907 3.7478 -0.3780
H -4.2978 2.8702 -3.2393
C 0.8878 -3.1577 2.7515
C 2.0944 -2.2977 2.6290
C 3.0708 -2.3188 3.6269
C 4.1991 -1.5380 3.4939
C 4.3805 -0.8435 2.3087
C 3.3856 -0.8990 1.3344
N 2.2198 -1.5427 1.5334
C 3.5797 -0.3001 0.0010
C 4.8389 0.1205 -0.4331
C 4.9646 0.6437 -1.7081
C 3.8524 0.6829 -2.5286
C 2.6241 0.2359 -2.0311
N 2.4943 -0.2326 -0.7841
C 1.4201 0.2433 -2.8815
C 1.3883 0.9526 -4.0790
C 0.2837 0.8275 -4.9077
C -0.7244 -0.0313 -4.5311
C -0.6535 -0.6638 -3.2861
C -1.7384 -1.6101 -2.8995
N 0.3842 -0.5085 -2.4636
H 0.0555 -2.5727 3.1460
H 0.6177 -3.5354 1.7680
H 1.0652 -3.9907 3.4232
H 2.9322 -2.9339 4.4986
H 4.9413 -1.4875 4.2770
H 5.2807 -0.2693 2.1604
H 5.7090 0.0312 0.1986
H 5.9213 1.0020 -2.0560
H 3.9478 1.0536 -3.5359
H 2.1874 1.6149 -4.3670
H 0.2407 1.3678 -5.8401
H -1.5702 -0.2128 -5.1737
H -2.7119 -1.2496 -3.2162
H -1.7570 -1.7699 -1.8262
H -1.5694 -2.5682 -3.3941
O -0.5713 -2.0010 0.0101
N 0.0701 -3.0936 -0.3728
C -0.6373 -4.0921 -0.8083
C -0.0040 -5.3056 -1.1651
N 0.4421 -6.3235 -1.4411
C -2.0563 -4.0957 -0.9233
N -3.2013 -4.0429 -0.9718
C -3.6143 1.9197 2.1315
N -3.8632 0.5242 1.8981
C -5.0503 -0.0224 1.4960
C -4.8809 -1.3674 1.4489
N -3.5931 -1.6275 1.8191
C -3.0320 -2.9312 2.0243
C -2.9672 -0.4661 2.0673
Se -1.1704 -0.2424 2.5390
H -4.5576 2.4287 2.3230
H -3.1274 2.3741 1.2647
H -2.9630 2.0248 3.0017
H -5.9128 0.5734 1.2749
H -5.5564 -2.1508 1.1677
H -3.5743 -3.6608 1.4259
H -3.0955 -3.1981 3.0818
H -1.9844 -2.9126 1.7229

Atoms 1-6, force components in eV/Å:
Sc 1.12 2.42 0.07
C -0.20 -0.11 0.00
N 0.30 0.07 -0.07
C 0.04 -0.05 0.03
C -0.07 -0.07 -0.25
C -0.04 -0.03 0.25

Its total charge is +1. The HOMO energy is -9.9 eV. As for the HOMO-LUMO gap: 6.53 eV. As for the spin multiplicity: 1.

C35H34N7ORuS3 | ωB97M-V with the def2-TZVPD basis set

Atoms and positions in Å:
Ru -0.3844 0.1031 0.0706
C 3.8310 0.7885 0.7570
C 2.4233 0.3510 1.0562
N 1.6171 0.1410 0.0201
N 2.2583 0.1455 -1.1747
C 1.5669 0.0842 -2.2569
S -0.1978 -0.0092 -2.2656
S 2.4220 0.1585 -3.7861
C 2.8214 -1.6272 -4.0863
C 4.1566 -2.0482 -3.5597
C 5.3164 -1.7100 -4.2556
C 6.5569 -2.1380 -3.8145
C 6.6633 -2.8980 -2.6578
C 5.5184 -3.2178 -1.9449
C 4.2741 -2.8017 -2.3967
C 2.0260 0.1457 2.4164
C 3.0264 0.1299 3.4151
C 2.7473 -0.0749 4.7434
C 1.4259 -0.2572 5.1537
C 0.4142 -0.2456 4.2222
C 0.6708 -0.0547 2.8513
O -0.3488 -0.0784 2.0514
H 3.8737 1.2478 -0.2237
H 4.5162 -0.0630 0.7399
H 4.1752 1.4963 1.5091
H 2.7868 -1.7112 -5.1710
H 1.9998 -2.1990 -3.6571
H 5.2375 -1.0985 -5.1476
H 7.4464 -1.8818 -4.3765
H 7.6310 -3.2416 -2.3156
H 5.5845 -3.7974 -1.0323
H 3.3935 -3.0904 -1.8364
H 4.0600 0.2612 3.1253
H 3.5542 -0.0955 5.4638
H 1.1945 -0.4123 6.1997
H -0.6203 -0.3720 4.5139
S -4.3953 2.0597 -0.5801
C -4.8389 0.4139 -0.2599
C -6.1032 -0.1461 -0.2962
C -6.2449 -1.4757 0.0640
C -5.1332 -2.2012 0.4890
C -3.8751 -1.6345 0.5198
C -3.6905 -0.3142 0.1013
N -2.5125 0.3885 0.0567
C -2.7402 1.6714 -0.2155
C -1.6956 2.6357 -0.1516
C -1.9165 4.0161 -0.2694
C -0.8512 4.8860 -0.2034
C 0.4375 4.3968 -0.0255
C 0.6617 3.0272 0.0964
C -0.3924 2.1323 0.0480
H -6.9618 0.4458 -0.5856
H -7.2215 -1.9391 0.0364
H -5.2601 -3.2262 0.8136
H -3.0337 -2.1841 0.9073
H -2.9303 4.3793 -0.3984
H -1.0179 5.9523 -0.2877
H 1.2764 5.0799 0.0140
H 1.6821 2.6919 0.2235
C 1.2387 -2.7829 -0.1370
N -0.1657 -2.4159 0.1631
C -0.9998 -3.0712 -0.8787
N -0.8295 -4.5189 -0.8936
C 0.5740 -4.8163 -1.1676
N 1.4536 -4.2251 -0.1570
C 1.0783 -4.7745 1.1470
N -0.3144 -4.4697 1.4756
C -0.4766 -3.0206 1.4807
C -1.1710 -5.0371 0.4322
H 1.8911 -2.3427 0.6179
H 1.4953 -2.3743 -1.1125
H -0.7170 -2.6648 -1.8484
H -2.0490 -2.8417 -0.7099
H 0.8362 -4.4143 -2.1495
H 0.7214 -5.8981 -1.1786
H 1.7260 -4.3465 1.9153
H 1.2138 -5.8574 1.1271
H 0.1977 -2.5938 2.2235
H -1.4963 -2.7716 1.7671
H -2.2102 -4.7800 0.6510
H -1.0663 -6.1237 0.4313

Atoms 1-6, force components in eV/Å:
Ru 0.80 -0.66 -0.16
C 0.16 0.03 0.11
C -0.16 -0.26 -1.65
N 0.16 0.08 1.62
N 0.97 0.28 -1.46
C -0.85 -0.09 1.21

The expectation value of S² is 0.760. The HOMO energy (alpha / beta) is -7.6 / -7.5 eV. As for the HOMO-LUMO gap (alpha / beta): 7.33 / 6.49 eV. As for the spin multiplicity: 2.

| no. | maximum force (eV/Å) | E_tot (eV) |
| --- | --- | --- |
| 1 | 0.84 | -114740.3108 |
| 2 | 2.38 | -121032.7575 |
| 3 | 1.08 | -136714.2037 |
| 4 | 0.78 | -109127.7647 |
| 5 | 2.72 | -150708.9088 |
| 6 | 1.77 | -84414.0190 |